C26H15BrClF5N4O8P2Y | wB97M-V/def2-TZVPD

Geometry as XYZ:
```
63
Properties=species:S:1:pos:R:3:mulliken_charge:R:1
Y 1.07 -1.58 1.97 1.274
O 2.78 -1.07 5.47 -0.465
P 2.56 -2.56 4.90 0.601
O 3.45 -3.53 5.54 -0.742
O 2.55 -2.39 3.38 -0.484
O 1.02 -2.88 5.32 -0.241
P -0.33 -2.49 4.54 0.652
O -0.22 -3.45 3.19 -0.385
O -1.50 -2.78 5.36 -0.736
O -0.12 -1.17 3.82 -0.457
H 3.19 -1.12 6.34 0.298
H -0.05 -4.39 3.35 0.263
Br -1.36 2.49 -5.62 -0.168
C -1.72 3.09 -3.85 -0.039
C -3.03 3.10 -3.40 -0.609
C -3.29 3.61 -2.14 -0.373
C -2.25 4.06 -1.32 0.359
C -0.94 4.02 -1.79 -0.188
C -0.68 3.54 -3.06 -0.349
N -2.62 4.76 -0.12 -0.394
N -2.05 4.58 0.96 -0.551
C -1.13 3.50 1.14 -0.004
C 0.11 3.80 1.64 -0.440
C 1.10 2.82 1.82 -0.945
C 0.82 1.47 1.59 1.281
O 1.70 0.53 1.74 -0.962
C -0.53 1.14 1.20 0.364
N -0.83 -0.18 1.12 0.434
C -2.04 -0.56 0.80 -0.518
C -3.06 0.36 0.53 -1.351
C -2.80 1.70 0.61 -0.619
C -1.50 2.14 0.96 0.583
H -3.83 2.75 -4.03 0.422
H -4.31 3.69 -1.78 0.404
H -0.13 4.38 -1.17 0.432
H 0.34 3.53 -3.44 0.501
H 0.35 4.83 1.86 0.412
H 2.08 3.09 2.17 0.504
H -2.22 -1.63 0.75 0.534
H -4.05 0.00 0.28 0.422
H -3.58 2.42 0.45 0.634
Cl -0.79 -0.92 -4.31 -0.236
C 0.38 -0.33 -3.18 -0.351
C 1.32 0.62 -3.54 -0.130
C 2.23 1.03 -2.57 -1.122
C 2.16 0.47 -1.30 -0.446
N 1.26 -0.45 -0.97 0.740
C 0.38 -0.83 -1.89 -0.465
H 1.34 1.02 -4.54 0.525
H 2.99 1.77 -2.80 0.423
H 2.84 0.77 -0.52 0.553
H -0.35 -1.58 -1.60 0.603
F -1.42 -4.07 -0.17 -0.427
C -0.12 -4.01 -0.57 0.490
C 0.79 -3.25 0.13 -0.664
C 2.05 -3.26 -0.40 0.890
F 3.00 -2.48 0.24 -0.447
C 2.45 -3.94 -1.52 -0.034
F 3.71 -3.91 -1.99 -0.334
C 1.50 -4.69 -2.19 0.762
F 1.84 -5.38 -3.29 -0.346
C 0.20 -4.73 -1.72 -0.007
F -0.72 -5.45 -2.38 -0.332
```

Computed properties:
Electronic energy in eV: -165332.55139
Maximum force in Eh/bohr: 0.0046
Charge: -1
ΔE to the lowest compared entry with this formula, charge and spin in kcal/mol: 9.9
E_LUMO in Ha: 0.0611

C26H15BrF12N2O4Ru | wB97M-V/def2-TZVPD

Geometry as XYZ:
```
61
Properties=species:S:1:pos:R:3:mulliken_spin:R:1
Ru 0.84 0.66 1.09 3.220
C -6.17 0.39 -0.08 -0.017
C -4.69 0.41 -0.30 0.166
C -4.14 0.10 -1.55 -0.072
C -2.78 0.12 -1.72 0.200
C -1.90 0.44 -0.66 0.118
N -0.55 0.31 -0.79 0.534
C 0.03 -0.52 -1.75 -0.051
C -0.55 -1.75 -2.07 0.128
C 0.06 -2.62 -2.95 -0.044
C 1.27 -2.29 -3.53 0.081
C 1.97 -3.23 -4.48 -0.006
C 1.87 -1.08 -3.17 -0.037
C 1.30 -0.20 -2.27 0.028
C 2.02 1.08 -1.77 0.054
O 2.10 1.13 -0.41 0.146
C 1.33 2.35 -2.40 -0.002
F 0.89 2.07 -3.65 0.000
F 2.17 3.39 -2.52 0.000
F 0.30 2.76 -1.69 0.000
C 3.51 1.10 -2.23 0.026
F 4.13 -0.03 -1.86 0.001
F 3.64 1.21 -3.57 0.001
F 4.18 2.10 -1.68 0.000
C -2.46 0.93 0.56 0.069
C -3.83 0.84 0.71 -0.098
C -1.55 1.61 1.61 0.058
O -0.52 2.31 1.02 0.260
C -0.75 0.60 2.43 -0.133
F -0.36 1.10 3.64 0.003
F -1.36 -0.58 2.68 -0.011
F 0.41 -1.25 0.93 0.156
C -2.37 2.57 2.51 -0.011
F -3.13 1.89 3.40 0.001
F -3.21 3.35 1.80 0.000
F -1.59 3.39 3.20 0.000
H -6.66 -0.32 -0.75 0.004
H -6.61 1.38 -0.26 0.016
H -6.41 0.12 0.95 0.004
H -4.79 -0.15 -2.37 -0.001
H -2.36 -0.12 -2.69 0.000
H -1.46 -2.04 -1.57 -0.004
H -0.41 -3.58 -3.17 0.000
H 1.32 -4.04 -4.79 0.000
H 2.85 -3.67 -4.00 0.006
H 2.32 -2.70 -5.37 0.004
H 2.82 -0.85 -3.63 -0.001
H -4.27 1.13 1.65 -0.002
Br 2.94 -2.90 0.92 0.003
C 2.66 -1.91 2.50 0.022
C 2.56 -2.57 3.71 0.000
C 2.48 -1.80 4.86 0.008
C 2.54 -0.43 4.77 -0.006
C 2.59 0.14 3.51 -0.008
N 2.63 -0.59 2.38 0.044
C 2.59 1.64 3.29 0.008
O 3.19 2.32 4.11 0.019
O 1.95 2.05 2.26 0.118
H 2.55 -3.65 3.73 0.001
H 2.38 -2.29 5.83 0.000
H 2.52 0.22 5.64 0.000
```

Computed properties:
Electronic energy in eV: -143611.51893
Maximum force in Eh/bohr: 0.0155
Charge: -1
E_LUMO (alpha / beta) in Ha: 0.0901 / 0.0216
2S+1: 6

C26H15I3NO3SW | wB97M-V/def2-TZVPD

Geometry as XYZ:
```
50
Properties=species:S:1:pos:R:3:mulliken_spin:R:1
W -0.36 0.05 0.14 2.018
I -1.53 1.42 -4.72 0.002
C -2.51 1.84 -2.95 -0.016
C -3.68 2.64 -2.96 -0.004
C -4.36 2.96 -1.82 0.001
I -6.06 4.13 -1.95 0.000
C -3.88 2.48 -0.56 0.004
C -4.45 2.75 0.70 0.023
C -3.87 2.25 1.84 -0.006
C -2.73 1.46 1.74 -0.006
N -2.18 1.17 0.57 0.021
C -2.72 1.68 -0.57 0.001
C -2.04 1.36 -1.76 0.025
O -0.93 0.60 -1.62 -0.011
H -4.04 3.00 -3.92 -0.001
H -5.33 3.37 0.76 0.001
H -4.28 2.46 2.81 0.001
H -2.25 1.04 2.62 0.006
I 1.88 -1.35 -0.79 -0.014
C 1.18 -3.14 0.03 -0.014
C 1.93 -4.27 -0.09 -0.008
C 1.45 -5.47 0.46 0.003
C 0.24 -5.49 1.09 -0.004
C -0.54 -4.32 1.21 0.010
C -1.81 -4.36 1.84 -0.004
C -2.58 -3.24 1.93 0.011
C -2.10 -2.02 1.42 -0.054
C -0.87 -1.90 0.80 0.075
C -0.07 -3.09 0.68 -0.039
H 2.89 -4.26 -0.60 0.003
H 2.04 -6.37 0.37 0.000
H -0.15 -6.41 1.51 0.000
H -2.16 -5.30 2.24 0.000
H -3.55 -3.28 2.40 0.000
H -2.75 -1.16 1.50 -0.008
O 7.12 2.29 -0.97 0.000
C 5.95 2.12 -1.62 -0.001
O 5.91 2.08 -2.81 -0.001
C 4.72 1.99 -0.76 -0.003
C 3.51 2.34 -1.34 0.002
C 2.33 2.21 -0.63 -0.038
C 2.36 1.69 0.66 0.079
S 0.83 1.43 1.56 -0.071
C 3.56 1.33 1.25 0.012
C 4.74 1.49 0.54 0.006
H 6.99 2.46 -0.03 0.000
H 3.51 2.72 -2.36 0.000
H 1.39 2.51 -1.08 -0.001
H 3.58 0.92 2.25 0.001
H 5.68 1.18 0.99 0.000
```

Computed properties:
Electronic energy in eV: -71796.31125
Maximum force in Eh/bohr: 0.0049
Charge: +1
ΔE to the lowest compared entry with this formula, charge and spin in kcal/mol: 0.0
E_LUMO (alpha / beta) in Ha: -0.1484 / -0.1558
2S+1: 3

Q: What is the formula in the second record?
A: C26H15BrF12N2O4Ru